Record 1
This record from the Open Molecules 2025 dataset describes a molecular structure, C26H33ClGaN2O2Te in a non-equilibrium geometry. The level of theory is ωB97M-V/def2-TZVPD.

Element x y z (Å)
Ga: 1.7083 -0.0536 0.1297
Cl: 1.6296 -0.0969 -2.1107
N: 0.6447 1.8756 0.2386
N: 0.3562 -2.3101 0.1184
C: -0.2436 2.4913 -0.5490
C: -0.5387 -2.8384 -0.6854
C: 1.6388 2.8934 0.6629
C: 1.5695 3.8578 -0.5018
C: 3.0362 2.3344 0.8574
C: 1.1610 3.5235 1.9621
H: 3.4335 1.8977 -0.0732
H: 3.0622 1.6032 1.6831
H: 3.6996 3.1613 1.1397
H: 0.2724 4.1481 1.7950
H: 1.9571 4.1520 2.3784
H: 0.9166 2.7340 2.6809
C: 1.3933 -3.3397 0.3907
C: 1.1816 -4.2957 -0.7719
C: 1.1145 -3.9983 1.7343
C: 2.8124 -2.8023 0.4015
H: 3.0514 -2.2993 -0.5435
H: 3.5041 -3.6510 0.4984
H: 2.9965 -2.1343 1.2593
H: 0.1503 -4.5152 1.7125
H: 1.1018 -3.2518 2.5367
H: 1.9005 -4.7330 1.9392
O: -0.1459 -3.9679 -1.2795
H: 1.1792 -5.3500 -0.4813
H: 1.8899 -4.1259 -1.5910
O: 0.2233 3.6136 -1.0771
H: 2.2988 3.6255 -1.2867
H: 1.6319 4.9139 -0.2217
C: -1.7200 2.2065 -0.7526
C: -1.9753 -2.4132 -0.9243
C: -2.1700 -1.2037 -1.7906
H: -2.4190 -2.2577 0.0800
H: -2.4715 -3.2838 -1.3873
C: -2.8368 -0.0359 -1.4015
C: -2.0528 1.1062 -1.7078
H: -3.6785 -0.0419 -0.7337
C: -1.6725 1.2005 -3.0564
C: -1.6870 0.0122 -3.7863
C: -1.3917 2.5070 -3.7185
C: -1.7537 -1.2236 -3.1424
H: -1.4859 0.0323 -4.8559
C: -1.5522 -2.5143 -3.8619
H: -1.2720 -2.3026 -4.8974
H: -2.5051 -3.0607 -3.8617
H: -0.7896 -3.1646 -3.4138
H: -2.2889 3.1422 -3.6814
H: -1.1132 2.3126 -4.7590
H: -0.5757 3.0482 -3.2327
H: -2.1809 3.1453 -1.1047
H: -2.1365 1.9771 0.2368
Te: -3.3209 -0.4984 1.8595
C: -1.6075 0.3437 2.6332
C: -1.8570 1.4495 3.4756
C: -0.9039 1.7512 4.4580
C: 0.2822 1.0126 4.5536
C: 0.5618 -0.0049 3.6341
C: -0.3661 -0.3315 2.6313
H: -2.8122 1.9586 3.3968
H: -1.1075 2.5464 5.1696
H: 0.9891 1.2224 5.3699
H: 1.4889 -0.5658 3.7126
H: -0.2053 -1.1336 1.9128

## Properties
Multiplicity: 1
Electronic energy: -106764.208 eV
Net charge: -1

---

Record 2
This record from the Open Molecules 2025 dataset describes a molecular structure, C26H33ClGe2N3O4Zn. The level of theory is ωB97M-V/def2-TZVPD.

Element x y z (Å)
Zn: 0.2559 1.4715 0.3940
O: 4.1654 -3.0445 0.9156
C: 4.7075 -1.8771 1.2264
O: 5.8649 -1.7510 1.5121
C: 3.8273 -0.6614 1.2098
C: 4.3088 0.5731 1.5969
N: 3.3033 1.4523 1.4719
N: 2.1872 0.8748 1.0290
C: 2.4870 -0.4100 0.8600
C: 1.4011 -1.3202 0.3979
O: 1.5450 -2.5226 0.3649
O: 0.2917 -0.6903 0.0647
H: 3.2067 -2.9715 0.7239
H: 5.2903 0.8463 1.9467
H: 3.3096 2.4335 1.7013
C: -4.0680 3.9373 1.1030
C: -2.5486 3.7699 1.0372
Ge: -1.8719 1.9434 1.3539
C: -2.0296 1.4098 3.2452
C: -3.3812 1.7085 3.8935
C: -3.0504 0.7628 0.2972
C: -2.8637 -0.4661 -0.1947
Ge: -1.3956 -1.7353 0.0252
C: -1.2772 -2.5158 1.8125
C: -2.6191 -2.8767 2.4474
C: -1.0439 -2.8343 -1.5439
C: -2.1107 -3.8643 -1.9251
C: -3.9346 -1.1186 -1.0157
C: -4.1267 -0.7387 -2.3421
C: -5.0912 -1.3631 -3.1184
C: -5.8767 -2.3727 -2.5773
C: -5.7001 -2.7485 -1.2539
C: -4.7303 -2.1284 -0.4788
H: -4.3482 4.9806 0.9482
H: -4.4748 3.6300 2.0652
H: -4.5711 3.3538 0.3311
H: -2.0633 4.4296 1.7615
H: -2.1949 4.0910 0.0532
H: -1.2222 1.8907 3.8022
H: -1.8262 0.3346 3.2784
H: -3.5595 2.7819 3.9606
H: -3.4287 1.3072 4.9070
H: -4.2039 1.2684 3.3262
H: -4.0259 1.1906 0.0536
H: -0.7702 -1.7602 2.4222
H: -0.6137 -3.3791 1.7605
H: -3.2921 -2.0176 2.4761
H: -2.4764 -3.2176 3.4727
H: -3.1168 -3.6814 1.9049
H: -0.1013 -3.3366 -1.3248
H: -0.8575 -2.1464 -2.3735
H: -2.3573 -4.5176 -1.0860
H: -1.7387 -4.4984 -2.7302
H: -3.0313 -3.3956 -2.2671
H: -3.5099 0.0475 -2.7616
H: -5.2317 -1.0606 -4.1479
H: -6.6285 -2.8593 -3.1840
H: -6.3200 -3.5240 -0.8234
H: -4.6036 -2.4147 0.5578
Cl: 2.9238 0.7208 -4.5586
C: 1.9471 1.7457 -3.5851
C: 1.4993 2.9709 -4.0559
C: 0.7121 3.7498 -3.2244
C: 0.4014 3.2816 -1.9614
N: 0.8428 2.1019 -1.5123
C: 1.5998 1.3434 -2.3082
H: 1.7632 3.2995 -5.0518
H: 0.3389 4.7092 -3.5521
H: -0.2200 3.8524 -1.2831
H: 1.9365 0.3895 -1.9236

## Properties
Multiplicity: 1
Electronic energy: -214126.422 eV
Energy above the lowest of the compared OMol25 structures with the same formula, charge and spin: 0.0 kcal/mol
Net charge: +1